# 1
Entry from the Open Molecules 2025 dataset: a cluster of 2 separate species, C41H61FN3OS3 in total in a non-equilibrium geometry (ωB97M-V/def2-TZVPD).

Positions of all 110 atoms, in Å:
1 C -3.0565 0.5053 3.6910
2 C -3.1296 1.7027 2.5373
3 C -3.8218 0.9994 1.1934
4 C -4.2647 2.1522 0.0656
5 N -3.1751 2.3351 -0.9679
6 C -3.0070 3.7746 -1.4006
7 C -1.3759 4.1422 -1.4443
8 C -0.8812 4.2561 0.1481
9 C 0.7551 4.1073 0.1795
10 C 1.2770 2.5277 0.0195
11 C 0.2216 1.2701 0.0240
12 C 0.7841 -0.2984 -0.0869
13 C 2.4169 -0.5601 -0.2096
14 C 3.5154 0.6543 -0.2441
15 C 2.9088 2.2015 -0.1296
16 N 5.0179 0.5231 -0.3262
17 C 5.4710 -0.6848 -1.1123
18 C 6.9152 -0.5541 -1.9459
19 C 7.8372 0.8178 -1.9702
20 C 8.9109 0.9329 -0.7365
21 C 8.2636 0.5319 0.7177
22 F 9.3878 0.6526 1.7172
23 C 7.5416 -1.8418 -2.8099
24 C 6.7704 -3.2877 -2.8570
25 C 7.3155 -4.6385 -3.6373
26 C 6.4851 -4.7792 -5.0442
27 C 5.3624 -5.9601 -4.8608
28 C 3.9835 -5.7074 -5.7534
29 C 3.2255 -6.9442 -6.5589
30 C 1.8155 -6.6710 -7.4157
31 C 1.0949 -5.1795 -7.5259
32 C 1.8657 -3.9461 -6.7517
33 C 3.2530 -4.2152 -5.9086
34 C 5.3242 -3.4318 -2.0647
35 C 4.7219 -2.1386 -1.2089
36 S 3.0657 -2.3348 -0.2779
37 C -3.3018 1.3787 -2.1345
38 S -2.4648 1.6369 -3.6317
39 S -4.3412 -0.2245 -2.0947
40 C -3.1313 -1.6167 -2.4225
41 C -2.7944 -2.3171 -0.9754
42 C -1.7355 -3.5735 -1.0781
43 H -2.1120 0.7413 4.3801
44 H -2.9029 -0.5641 3.2186
45 H -3.9980 0.5298 4.3874
46 H -3.7182 2.6558 2.8989
47 H -1.9989 2.0183 2.3489
48 H -3.0190 0.3096 0.6891
49 H -4.7888 0.4406 1.5535
50 H -4.4510 3.1377 0.7131
51 H -5.3293 1.9098 -0.4158
52 H -3.4598 4.5526 -0.6165
53 H -3.5385 4.0356 -2.4271
54 H -1.1806 5.1314 -2.0396
55 H -0.7937 3.2170 -1.8791
56 H -1.4313 3.4312 0.7803
57 H -1.2749 5.2990 0.5574
58 H 1.0982 4.5158 1.2469
59 H 1.2961 4.7743 -0.6160
60 H -0.9453 1.3871 0.1244
61 H -0.0246 -1.1726 -0.0483
62 H 3.6184 3.1375 -0.1104
63 H 5.3267 1.3733 -0.8873
64 H 7.1988 1.8082 -2.0645
65 H 8.4873 0.7663 -2.9702
66 H 9.8920 0.3081 -0.8679
67 H 9.2430 2.0679 -0.6748
68 H 7.4395 1.2851 1.0755
69 H 7.9251 -0.5918 0.7575
70 H 8.5643 -1.7519 -3.4193
71 H 8.4828 -4.6793 -3.7453
72 H 7.0267 -5.5527 -2.9262
73 H 7.2147 -4.9218 -5.9496
74 H 5.9128 -3.7540 -5.2016
75 H 5.0293 -6.0938 -3.7232
76 H 5.8996 -6.9867 -5.1405
77 H 3.7038 -8.0112 -6.5027
78 H 1.2794 -7.5694 -7.9560
79 H 0.0802 -5.0509 -8.1413
80 H 1.3928 -2.8591 -6.8382
81 H 3.7640 -3.2775 -5.3786
82 H 4.6992 -4.4239 -2.0804
83 H -3.5665 -2.3458 -3.2329
84 H -2.1464 -1.1406 -2.8709
85 H -3.8024 -2.6222 -0.4338
86 H -2.2872 -1.5009 -0.2854
87 H -2.0034 -4.3654 -1.9028
88 H -1.7232 -4.1498 -0.0410
89 H -0.6648 -3.1270 -1.2705
90 C -6.6616 1.4522 6.4014
91 N -6.4842 2.9439 6.6834
92 C -5.3735 3.4705 5.7748
93 C -6.0619 3.1368 8.1311
94 C -7.7781 3.7357 6.3563
95 C -9.0022 3.3685 7.2130
96 O -9.3713 2.0081 7.0342
97 H -5.6713 0.9861 6.3934
98 H -7.2528 1.0010 7.2007
99 H -7.1410 1.3361 5.4258
100 H -4.4502 2.9276 5.9985
101 H -5.2407 4.5385 5.9726
102 H -5.6711 3.3058 4.7347
103 H -6.8196 2.6934 8.7850
104 H -5.9658 4.2084 8.3238
105 H -5.1042 2.6314 8.2825
106 H -7.9888 3.5452 5.2981
107 H -7.5391 4.7974 6.4883
108 H -9.8495 3.9889 6.9022
109 H -8.8224 3.5510 8.2755
110 H -10.1907 1.8549 7.5436

Output
Total energy   -85208.667 eV
Max |F|   5.0 eV/A
Net charge   +1

***

# 2
Entry from the Open Molecules 2025 dataset: the molecule C11H9N5O in a non-equilibrium geometry (ωB97M-V/def2-TZVPD).

Positions of all 26 atoms, in Å:
1 C 2.4039 -2.2819 1.3354
2 C 2.2206 -0.9802 0.4003
3 C 3.0552 -0.6654 -0.8739
4 C 2.7877 0.6691 -1.6811
5 C 1.6816 1.7052 -1.2802
6 C 0.8400 1.3554 -0.0016
7 C -0.3829 2.2829 0.5479
8 C -1.7239 1.3966 0.2557
9 N -2.5936 1.3015 1.3360
10 N -3.6462 0.5536 1.1161
11 C -3.6910 0.0001 -0.1542
12 O -4.8448 -0.8757 -0.3828
13 C -4.3681 -2.1794 -0.7380
14 N -4.0641 -3.3179 -1.0267
15 N -2.8456 0.1266 -1.2495
16 N -1.7945 0.8727 -1.0308
17 C 1.0954 0.0381 0.8350
18 H 2.8759 -3.1697 0.7942
19 H 3.0255 -1.9228 2.2471
20 H 1.3541 -2.5093 1.7663
21 H 3.8630 -1.4081 -1.2249
22 H 3.4539 0.8222 -2.6001
23 H 1.4604 2.6730 -1.8563
24 H -0.4150 3.3022 0.0283
25 H -0.1863 2.3876 1.6816
26 H 0.4388 -0.1764 1.7561

Output
Max |F|   6.6 eV/A
SMILES   Cc1cccc(Cc2nnc(OC#N)nn2)c1
Relative energy (zero: lowest compared OMol25 entry of this formula, charge and spin)   237.43 kcal/mol

***

# 3
Entry from the Open Molecules 2025 dataset: the molecule C3H8N4O in a non-equilibrium geometry (ωB97M-V/def2-TZVPD).

Positions of all 16 atoms, in Å:
1 C 0.1256 -0.0834 -0.8126
2 C -0.8903 0.2370 1.5993
3 C 0.5944 0.5306 -2.0628
4 N -0.0144 -1.7962 0.7307
5 N 0.6176 -1.1797 -0.2838
6 N -1.0128 -1.0623 1.3262
7 N 0.2520 0.8967 1.2364
8 O -1.9743 -1.6579 1.8457
9 H -0.8679 0.1470 -0.5687
10 H -1.6250 0.8960 1.9578
11 H -0.1004 0.4187 -2.8175
12 H 1.5230 -0.0525 -2.3456
13 H 0.6331 1.6939 -2.0812
14 H 1.5151 -1.4161 -0.6448
15 H 0.0591 1.8607 1.3346
16 H 1.1653 0.5676 1.5862

Output
Max |F|   4.1 eV/A
Relative energy (zero: lowest compared OMol25 entry of this formula, charge and spin)   174.62 kcal/mol